Entry 1:
Here is a single C21H16BrN3O2S molecule from the Open Molecules 2025 dataset. Energies are from ωB97M-V/def2-TZVPD.

## Properties
SMILES string: Cc1c(C=C2C(=O)NC(=S)NC2=O)c2ccccc2n1Cc1ccc(Br)cc1
Orbital gap, eV: 7.01
E_HOMO, eV: -8.31
Energy relative to the best compared isomer or geometry (same formula, charge and spin), kJ/mol: 301.6
E, eV: -111477.539

Element x y z (Å)
1 O 0.397 4.072 3.381
2 O 1.712 0.023 2.135
3 S -0.723 0.277 6.269
4 Br -0.386 -6.186 0.705
5 C 0.012 2.896 3.422
6 C 1.105 0.797 2.825
7 C 0.139 1.069 5.027
8 C 0.324 2.413 1.006
9 C 0.548 2.045 2.332
10 C 0.206 1.644 -0.128
11 C -0.590 0.635 -0.359
12 C 2.685 2.606 -2.930
13 C 2.200 1.695 -3.846
14 C 0.237 -3.746 -0.413
15 C -1.936 -4.431 -1.212
16 C 2.031 2.636 -1.644
17 C 1.155 0.880 -3.513
18 C 0.024 -2.545 -0.973
19 C -2.181 -3.199 -1.764
20 C -0.731 -4.720 -0.550
21 C 0.970 1.787 -1.354
22 C 0.505 0.874 -2.289
23 C -1.219 -2.195 -1.656
24 N -0.214 2.341 4.684
25 N 0.746 0.355 4.071
26 N -0.526 0.147 -1.674
27 C -1.621 0.095 0.546
28 C -1.436 -0.781 -2.337
29 H -0.050 3.316 0.775
30 H 3.463 3.315 -3.143
31 H 2.632 1.490 -4.808
32 H 1.119 -4.050 0.155
33 H -2.708 -5.237 -1.174
34 H 2.402 3.460 -0.966
35 H 0.852 0.195 -4.267
36 H 0.724 -1.676 -0.799
37 H -3.191 -3.082 -2.141
38 H -0.525 2.994 5.471
39 H 1.169 -0.504 4.340
40 H -1.303 -0.902 0.999
41 H -2.520 -0.174 -0.001
42 H -1.855 0.805 1.271
43 H -2.509 -0.631 -2.043
44 H -1.132 -0.804 -3.430

=====

Entry 2:
Here is a single C5H5N molecule from the Open Molecules 2025 dataset. Energies are from ωB97M-V/def2-TZVPD.

## Properties
SMILES string: c1ccncc1
Orbital gap, eV: 10.43
E_HOMO, eV: -9.44
Energy relative to the best compared isomer or geometry (same formula, charge and spin), kJ/mol: 27.7
E, eV: -6755.621

Element x y z (Å)
1 C -0.189 1.169 0.001
2 C -1.254 0.287 0.153
3 C -0.977 -1.069 -0.001
4 N 0.255 -1.571 0.081
5 C 1.270 -0.709 0.081
6 C 1.094 0.653 -0.149
7 H -0.360 2.242 -0.028
8 H -2.266 0.634 0.345
9 H -1.758 -1.776 -0.270
10 H 2.260 -1.129 0.256
11 H 1.926 1.271 -0.469

=====

Entry 3:
Here is a single C9H13N2O3P molecule from the Open Molecules 2025 dataset. Energies are from ωB97M-V/def2-TZVPD.

## Properties
SMILES string: CC(=O)/C=C(\O)c1cn(C[P@@H](C)=O)cn1
Orbital gap, eV: 8.74
E_HOMO, eV: -8.35
Energy relative to the best compared isomer or geometry (same formula, charge and spin), kJ/mol: 30.2
E, eV: -27954.292

Element x y z (Å)
1 C -0.046 -0.388 -1.184
2 C -0.058 -0.293 0.931
3 C -0.676 0.759 -0.853
4 C -1.870 2.901 -0.940
5 C -1.243 1.845 -1.620
6 C -2.268 4.073 -1.667
7 C -2.960 5.158 -0.935
8 C 2.682 -4.313 1.455
9 C 0.865 -2.405 -0.016
10 N -0.640 0.815 0.617
11 N 0.348 -1.101 -0.059
12 O -2.189 4.061 -2.889
13 O 3.497 -1.798 0.272
14 O -1.133 1.930 -2.920
15 P 2.446 -2.491 1.035
16 H 0.174 -0.746 -2.158
17 H 0.312 -0.446 1.955
18 H -1.806 2.969 0.136
19 H -2.607 5.275 0.123
20 H -3.043 6.133 -1.353
21 H -4.002 4.726 -0.852
22 H 2.912 -4.669 0.468
23 H 3.417 -4.552 2.223
24 H 1.832 -4.779 1.693
25 H 1.448 -2.623 -1.044
26 H 0.227 -3.232 0.328
27 H -1.348 2.860 -3.222
28 H 2.160 -1.774 2.160

=====

Entry 4:
Here is 7 unconnected molecules or ions with the total composition C26H32BF2N9O7 from the Open Molecules 2025 dataset. Energies are from ωB97M-V/def2-TZVPD.

## Properties
SMILES string: [H]/N=C(\C)CC1=C(B(N)O)C(=O)C(CCOC=O)=C(N(C(=O)F)C(=O)F)C1=O.CC#N.CC#N.CC#N.CC#N.CC#N.CC#N
Orbital gap, eV: 7.84
E_HOMO, eV: -9.53
E, eV: -61327.975

Element x y z (Å)
1 C -3.409 -0.953 -1.910
2 C -2.070 -0.028 -1.892
3 N -2.132 1.273 -2.176
4 C -0.701 -0.773 -1.500
5 C 0.199 0.264 -0.685
6 C 1.276 1.049 -1.249
7 B 1.667 0.923 -2.848
8 N 1.726 2.239 -3.609
9 O 1.901 -0.363 -3.486
10 C 2.086 2.057 -0.265
11 O 2.548 3.158 -0.668
12 C 2.281 1.491 1.248
13 C 3.648 1.826 2.003
14 C 3.774 3.441 2.225
15 O 4.402 3.731 3.534
16 C 5.033 5.030 3.429
17 O 4.360 5.995 2.954
18 C 1.201 0.716 1.808
19 N 1.413 0.161 3.169
20 C 0.189 -0.414 3.761
21 O -0.480 0.054 4.695
22 F -0.261 -1.670 3.198
23 C 2.384 -0.993 3.148
24 O 2.937 -1.239 4.255
25 F 2.661 -1.714 1.948
26 C -0.088 0.546 0.890
27 O -1.292 0.649 1.246
28 H -3.093 -2.037 -2.107
29 H -4.154 -0.615 -2.718
30 H -3.934 -0.822 -0.882
31 H -3.122 1.519 -2.413
32 H -0.175 -1.291 -2.367
33 H -1.000 -1.605 -0.746
34 H 2.679 2.600 -3.366
35 H 1.090 2.861 -3.062
36 H 2.324 -0.978 -2.847
37 H 3.756 1.356 3.040
38 H 4.521 1.556 1.292
39 H 4.393 3.953 1.399
40 H 2.722 3.901 2.194
41 H 6.136 5.198 3.712
42 C 1.095 -4.896 -0.777
43 C 0.360 -4.005 -1.736
44 N -0.222 -3.299 -2.493
45 H 2.163 -4.882 -1.001
46 H 0.941 -4.548 0.246
47 H 0.727 -5.918 -0.863
48 C -5.346 3.810 -4.696
49 C -5.294 2.358 -4.324
50 N -5.252 1.208 -4.031
51 H -6.373 4.175 -4.628
52 H -4.717 4.390 -4.020
53 H -4.988 3.944 -5.717
54 C -3.009 -3.151 3.996
55 C -3.295 -4.195 2.956
56 N -3.520 -5.021 2.134
57 H -3.056 -2.157 3.548
58 H -3.746 -3.214 4.799
59 H -2.013 -3.306 4.414
60 C -1.381 4.065 -7.216
61 C -1.925 4.221 -5.825
62 N -2.355 4.342 -4.726
63 H -2.137 4.360 -7.945
64 H -0.499 4.696 -7.341
65 H -1.103 3.025 -7.391
66 C -0.742 -9.266 -0.497
67 C 0.514 -8.535 -0.121
68 N 1.507 -7.957 0.177
69 H -1.602 -8.601 -0.399
70 H -0.675 -9.613 -1.530
71 H -0.881 -10.127 0.159
72 C 1.279 2.481 6.375
73 C 2.136 3.047 7.471
74 N 2.813 3.493 8.337
75 H 0.235 2.748 6.545
76 H 1.597 2.882 5.411
77 H 1.370 1.394 6.356

=====

Entry 5:
Here is a molecular structure, C51H67N3O6S3Si2Sr from the Open Molecules 2025 dataset. Energies are from ωB97M-V/def2-TZVPD.

## Properties
Orbital gap, eV: 5.91
E_HOMO, eV: -2.07
Total charge: -2
Energy relative to the best compared isomer or geometry (same formula, charge and spin), kJ/mol: 109.5
E, eV: -119838.871

Element x y z (Å)
1 Sr -0.818 -0.171 -0.198
2 C -0.986 4.481 1.634
3 C -1.334 3.257 0.820
4 N -0.977 2.086 1.216
5 N -0.402 2.052 2.490
6 C 0.582 1.240 2.680
7 S 1.510 0.285 1.605
8 S 1.121 1.092 4.402
9 C 0.325 2.505 5.196
10 C 1.044 3.831 5.057
11 C 0.754 4.857 5.957
12 C 1.328 6.115 5.827
13 C 2.212 6.369 4.784
14 C 2.516 5.351 3.888
15 C 1.941 4.092 4.024
16 C -2.143 3.433 -0.412
17 C -2.951 4.573 -0.538
18 C -3.776 4.787 -1.627
19 C -3.802 3.827 -2.645
20 C -3.014 2.701 -2.565
21 C -2.150 2.465 -1.461
22 O -1.388 1.426 -1.439
23 H -0.033 4.333 2.134
24 H -1.736 4.657 2.414
25 H -0.928 5.365 1.000
26 H 0.204 2.247 6.250
27 H -0.658 2.577 4.729
28 H 0.057 4.664 6.769
29 H 1.084 6.898 6.537
30 H 2.655 7.352 4.668
31 H 3.201 5.535 3.067
32 H 2.185 3.304 3.318
33 H -2.952 5.300 0.266
34 H -4.394 5.674 -1.684
35 H -4.451 3.967 -3.505
36 H -3.039 1.936 -3.333
37 C 1.624 2.494 -2.041
38 C 2.520 1.395 -2.596
39 C 2.168 1.128 -4.060
40 C 3.978 1.857 -2.493
41 O 2.254 0.211 -1.822
42 Si 3.232 -1.102 -1.503
43 S 2.208 -2.631 -0.637
44 O 4.462 -0.429 -0.612
45 C 5.380 -0.695 0.430
46 C 5.429 0.568 1.288
47 C 4.974 -1.880 1.302
48 C 6.752 -0.947 -0.194
49 O 3.914 -1.415 -3.000
50 C 4.508 -2.494 -3.701
51 C 5.771 -1.938 -4.362
52 C 4.879 -3.674 -2.806
53 C 3.518 -2.956 -4.767
54 H 1.851 3.447 -2.528
55 H 1.786 2.591 -0.963
56 H 0.575 2.251 -2.201
57 H 2.289 2.046 -4.643
58 H 1.130 0.796 -4.136
59 H 2.818 0.352 -4.467
60 H 4.089 2.795 -3.042
61 H 4.658 1.113 -2.915
62 H 4.250 2.015 -1.448
63 H 4.428 0.771 1.680
64 H 5.745 1.420 0.676
65 H 6.128 0.449 2.122
66 H 3.991 -1.701 1.747
67 H 5.716 -2.023 2.096
68 H 4.896 -2.793 0.706
69 H 7.011 -0.119 -0.862
70 H 6.738 -1.870 -0.779
71 H 7.522 -1.035 0.581
72 H 6.367 -1.418 -3.606
73 H 5.504 -1.217 -5.142
74 H 6.372 -2.738 -4.805
75 H 5.636 -3.379 -2.074
76 H 5.281 -4.489 -3.419
77 H 4.004 -4.023 -2.256
78 H 3.134 -2.087 -5.307
79 H 2.673 -3.466 -4.295
80 H 3.999 -3.636 -5.480
81 C -2.610 -1.901 -4.930
82 Si -1.857 -2.452 -3.276
83 C -0.069 -1.923 -3.395
84 C -1.902 -4.347 -3.272
85 N -2.589 -1.782 -1.891
86 C -3.933 -1.640 -1.763
87 C -4.911 -2.310 -2.556
88 C -6.275 -2.077 -2.457
89 C -6.771 -1.165 -1.534
90 C -5.862 -0.533 -0.689
91 C -4.508 -0.790 -0.775
92 O -3.610 -0.150 0.095
93 C -4.109 0.187 1.343
94 C -4.135 1.517 1.722
95 C -4.588 1.859 2.990
96 C -5.028 0.878 3.870
97 C -5.009 -0.455 3.471
98 C -4.551 -0.802 2.209
99 H -2.182 -2.478 -5.758
100 H -2.372 -0.841 -5.095
101 H -3.699 -1.999 -4.969
102 H 0.100 -0.954 -2.912
103 H 0.618 -2.632 -2.922
104 H 0.230 -1.804 -4.444
105 H -1.670 -4.763 -4.262
106 H -2.889 -4.717 -2.968
107 H -1.163 -4.739 -2.561
108 H -4.556 -3.045 -3.271
109 H -6.957 -2.612 -3.110
110 H -7.829 -0.952 -1.456
111 H -6.219 0.172 0.053
112 H -3.802 2.263 1.013
113 H -4.602 2.903 3.284
114 H -5.383 1.147 4.858
115 H -5.342 -1.233 4.149
116 H -4.529 -1.837 1.887
117 C -1.076 -3.446 0.581
118 C -1.422 -2.604 1.765
119 O -1.403 -1.387 1.684
120 C -1.838 -3.209 3.072
121 C -2.228 -2.340 4.089
122 C -2.656 -2.835 5.309
123 C -2.692 -4.208 5.528
124 C -2.283 -5.078 4.527
125 C -1.855 -4.579 3.304
126 H -1.633 -3.063 -0.291
127 H -1.291 -4.504 0.707
128 H -0.010 -3.317 0.350
129 H -2.186 -1.274 3.899
130 H -2.959 -2.149 6.091
131 H -3.034 -4.598 6.479
132 H -2.295 -6.146 4.699
133 H -1.525 -5.268 2.537

=====

Entry 6:
Here is a molecular structure, C30H27BN6O4PTi from the Open Molecules 2025 dataset. Energies are from ωB97M-V/def2-TZVPD.

## Properties
Orbital gap (spin up / spin down), eV: 4.45 / 8.18
E_HOMO (spin up / spin down), eV: -1.74 / -5.47
Total charge: -1
Spin multiplicity: 3
Energy relative to the best compared isomer or geometry (same formula, charge and spin), kJ/mol: 0.0
<S²>: 2.006
E, eV: -81766.979

Element x y z (Å)
1 Ti 0.503 -1.562 -1.529
2 C 2.021 -2.779 2.391
3 C 1.187 -1.986 1.585
4 N 1.446 -2.179 0.295
5 N 2.437 -3.106 0.245
6 C 2.786 -3.482 1.484
7 B 2.769 -3.801 -1.111
8 N 1.445 -4.483 -1.618
9 C 1.173 -5.774 -1.835
10 C -0.186 -5.902 -2.072
11 C -0.670 -4.588 -1.968
12 N 0.311 -3.746 -1.694
13 N 3.240 -2.735 -2.126
14 C 4.382 -2.639 -2.825
15 C 4.335 -1.478 -3.571
16 C 3.092 -0.909 -3.257
17 N 2.439 -1.668 -2.382
18 H 2.056 -2.825 3.466
19 H 0.397 -1.305 1.869
20 H 3.560 -4.220 1.629
21 H 3.625 -4.646 -0.955
22 H 1.963 -6.508 -1.819
23 H -0.739 -6.801 -2.287
24 H -1.675 -4.208 -2.065
25 H 5.138 -3.402 -2.744
26 H 5.086 -1.099 -4.244
27 H 2.614 -0.008 -3.615
28 O 0.459 1.403 -3.173
29 C 0.283 1.368 -1.959
30 O 0.583 0.421 -1.175
31 C -0.314 2.643 -1.318
32 C -0.227 3.776 -2.121
33 C -0.627 5.026 -1.668
34 C -1.118 5.148 -0.378
35 C -1.227 4.013 0.412
36 C -0.859 2.747 -0.050
37 P -0.980 1.300 1.118
38 C 0.134 2.004 2.424
39 C -0.279 2.776 3.508
40 C 0.653 3.353 4.364
41 C 2.011 3.166 4.143
42 C 2.432 2.387 3.075
43 C 1.500 1.812 2.218
44 C -2.621 1.549 1.910
45 C -2.870 0.762 3.041
46 C -4.138 0.669 3.592
47 C -5.202 1.352 3.011
48 C -4.978 2.119 1.880
49 C -3.701 2.212 1.331
50 H 0.174 3.638 -3.115
51 H -0.541 5.894 -2.312
52 H -1.404 6.116 0.018
53 H -1.595 4.115 1.428
54 H -1.337 2.922 3.694
55 H 0.314 3.959 5.196
56 H 2.738 3.628 4.800
57 H 3.488 2.223 2.901
58 H 1.831 1.216 1.373
59 H -2.053 0.204 3.490
60 H -4.301 0.044 4.461
61 H -6.197 1.270 3.429
62 H -5.800 2.644 1.409
63 H -3.558 2.800 0.434
64 C -2.693 -0.337 -3.224
65 C -1.576 -1.148 -2.623
66 O -0.586 -1.496 -3.334
67 O -1.635 -1.443 -1.390
68 H -2.454 -0.060 -4.248
69 H -2.844 0.564 -2.627
70 H -3.618 -0.916 -3.191

=====

Entry 7:
Here is a single C5H12O molecule from the Open Molecules 2025 dataset. Energies are from ωB97M-V/def2-TZVPD.

## Properties
SMILES string: COC(C)(C)C
Orbital gap, eV: 10.43
E_HOMO, eV: -9.50
Energy relative to the best compared isomer or geometry (same formula, charge and spin), kJ/mol: 54.0
E, eV: -7426.751

Element x y z (Å)
1 C 2.107 -0.128 -0.350
2 O 1.083 -0.280 0.598
3 C -0.276 -0.033 0.216
4 C -0.427 0.931 -0.967
5 C -0.930 -1.378 -0.112
6 C -0.904 0.582 1.463
7 H 2.449 0.920 -0.399
8 H 1.840 -0.444 -1.365
9 H 2.945 -0.757 -0.037
10 H -0.071 0.498 -1.908
11 H -1.489 1.165 -1.101
12 H 0.108 1.871 -0.789
13 H -0.484 -1.819 -1.011
14 H -0.790 -2.071 0.723
15 H -2.006 -1.266 -0.293
16 H -0.768 -0.084 2.321
17 H -0.411 1.533 1.691
18 H -1.975 0.760 1.320

=====

Entry 8:
Here is a molecular structure, C2H7O2PS from the Open Molecules 2025 dataset. Energies are from ωB97M-V/def2-TZVPD.

## Properties
Orbital gap, eV: 9.75
E_HOMO, eV: -9.41
Energy relative to the best compared isomer or geometry (same formula, charge and spin), kJ/mol: 101.4
E, eV: -26405.687

Element x y z (Å)
1 C -0.854 -2.082 0.964
2 C 0.686 2.272 -0.301
3 O -0.999 -1.136 -0.081
4 O 0.139 1.111 0.240
5 P 0.115 -0.176 -0.730
6 S -0.343 0.269 -2.538
7 H -1.852 -2.624 1.141
8 H -0.529 -1.472 1.840
9 H 0.008 -2.828 0.768
10 H 0.138 3.270 0.190
11 H 0.419 2.341 -1.301
12 H 1.725 2.370 -0.067
13 H 1.346 -1.316 -0.124